(1)
Computed, not measured: a 2-piece molecular cluster, C5H11N3 overall in a non-equilibrium geometry, with ωB97M-V/def2-TZVPD.

The geometry in XYZ format:
```
19
C5H11N3 (ωB97M-V/def2-TZVPD)
C -0.642 2.169 0.328
C -0.651 2.150 -1.025
C -0.361 1.020 -1.911
C -0.606 0.999 -3.239
H -0.429 1.277 0.924
H -0.962 3.085 0.776
H -0.989 3.039 -1.614
H 0.096 0.116 -1.399
H -0.419 0.088 -3.847
H -1.132 1.855 -3.700
N -0.125 -0.637 2.199
C 0.489 -1.477 1.246
N 1.872 -1.592 1.383
N -0.074 -2.244 0.357
H -1.068 -0.931 2.521
H 0.480 -0.363 2.996
H 2.219 -1.673 2.368
H 2.142 -2.424 0.875
H -1.025 -1.928 0.137
```

- Energy above the lowest of the compared OMol25 structures with the same formula, charge and spin: 44.8 kJ/mol
- Gap between HOMO and LUMO (alpha / beta): 7.32 / 4.04 eV
- Charge: +1
- LUMO level (alpha / beta): -5.13 / -8.40 eV
- Multiplicity: 2



(2)
Computed, not measured: a 2-piece molecular cluster, CH2N2OS2 overall in a non-equilibrium geometry, with ωB97M-V/def2-TZVPD.

The geometry in XYZ format:
```
8
CH2N2OS2 (ωB97M-V/def2-TZVPD)
C -4.321 -0.304 0.077
N -5.053 -1.185 0.265
N 0.312 0.434 -0.244
O -0.433 2.867 -0.418
S -3.176 0.828 -0.180
S -0.235 1.812 0.551
H 0.148 0.674 -1.300
H 0.311 -0.515 0.019
```

- Energy above the lowest of the compared OMol25 structures with the same formula, charge and spin: 176.5 kJ/mol
- Gap between HOMO and LUMO (alpha / beta): 8.61 / 5.07 eV
- LUMO level (alpha / beta): -1.32 / -3.35 eV



(3)
Computed, not measured: C16H25CeClOS as an isolated structure in a non-equilibrium geometry, with ωB97M-V/def2-TZVPD.

The geometry in XYZ format:
```
45
C16H25CeClOS (ωB97M-V/def2-TZVPD)
C 4.353 0.786 -3.843
C 3.402 0.194 -4.804
C 4.343 2.236 -3.599
C 5.124 -0.107 -2.958
Cl 1.030 0.208 -0.733
H 5.083 2.812 -4.198
H 4.533 2.461 -2.540
H 3.351 2.664 -3.805
H 3.812 0.041 -5.832
H 2.489 0.804 -4.894
H 3.037 -0.781 -4.439
H 6.142 -0.368 -3.331
H 4.577 -1.051 -2.788
H 5.238 0.323 -1.951
C -3.205 1.202 0.653
C -2.240 2.264 0.727
C -1.480 2.236 -0.484
H -2.124 2.990 1.531
C -1.974 1.173 -1.308
C -3.043 0.548 -0.607
H -3.676 -0.260 -0.977
H -4.027 1.054 1.347
H -0.691 2.938 -0.739
H -1.659 0.972 -2.332
C 0.333 -0.788 3.199
C -0.629 0.213 3.545
C -0.192 1.457 2.992
H -1.469 0.086 4.228
C 1.040 1.221 2.308
C 1.375 -0.166 2.455
H 2.294 -0.644 2.120
H 0.304 -1.836 3.507
H -0.688 2.417 3.112
H 1.641 1.983 1.820
Ce -0.855 -0.031 0.861
C -3.836 -2.089 3.249
S -2.543 -3.058 2.412
C -3.605 -3.964 1.253
O -1.823 -1.982 1.515
H -4.334 -2.724 3.996
H -4.573 -1.786 2.495
H -3.377 -1.223 3.735
H -4.337 -3.261 0.856
H -2.977 -4.391 0.473
H -4.144 -4.771 1.773
```

- Gap between HOMO and LUMO: 6.05 eV
- Charge: +2
- LUMO level: -7.99 eV



For reference, DFT total energy by record: -361.017659; -1020.325066; -2032.845145 Eh.